(1)
# C24H43BO13S

A 4-piece molecular cluster, C24H43BO13S overall at a distorted geometry (wB97M-V/def2-TZVPD, the Open Molecules 2025 dataset).

- structure (SMILES) = CCSC[C@@H](Cc1cccc(C)c1)OC[C@H](OC)B(O)O.COC(=O)OC.COC(=O)OC.COC(=O)OC
- HOMO level (eV) = -8.38
- charge = 0
- energy relative to the best compared isomer or geometry (same formula, charge and spin) (kcal/mol) = 232.1
- calculated total energy (eV) = -63703.2297
- frontier orbital gap (Eh) = 0.3146

Bonds (Å) are listed after each position.
Atoms and positions in Å:
1 C 4.11296 -1.06946 1.78220  C2 1.640, H22 1.179, H23 1.194, H24 1.193
2 C 3.25914 -0.01453 2.70205  C1 1.640, S3 1.872, H25 1.193, H26 1.191
3 S 2.71420 1.54840 1.82669  C2 1.872, C4 1.879
4 C 2.73047 1.35828 -0.04296  S3 1.879, C5 1.673, H27 1.193, H28 1.170
5 C 1.28961 0.71992 -0.60444  C4 1.673, C6 1.635, O14 1.467, H29 1.175
6 C 1.45979 0.59313 -2.22557  C5 1.635, C7 1.636, H30 1.191, H31 1.193
7 C 2.16444 -0.78258 -2.76146  C6 1.636, C8 1.671, C13 1.638
8 C 1.62453 -1.35668 -4.23461  C7 1.671, C9 1.642, H32 1.190
9 C 2.15763 -2.73683 -4.94678  C8 1.642, C10 1.652, H33 1.179
10 C 3.29817 -3.60347 -4.12432  C9 1.652, C11 1.639, H34 1.179
11 C 3.87856 -3.08070 -2.68300  C10 1.639, C12 1.673, C13 1.667
12 C 5.02273 -3.90980 -1.78723  C11 1.673, H35 1.194, H36 1.171, H37 1.172
13 C 3.31125 -1.66989 -2.00012  C7 1.638, C11 1.667, H38 1.170
14 O 1.10757 -0.54207 0.12034  C5 1.467, C15 1.466
15 C -0.10094 -1.26925 -0.28074  O14 1.466, C16 1.635, H39 1.193, H40 1.186
16 C -1.49398 -0.41365 -0.24489  C15 1.635, O17 1.468, B19 1.651, H41 1.193
17 O -1.67940 0.45238 0.92552  C16 1.468, C18 1.469
18 C -1.33504 -0.21285 2.18917  O17 1.469, H42 1.194, H43 1.193, H44 1.169
19 B -2.72314 -1.48034 -0.52529  C16 1.651, O20 1.506, O21 1.478
20 O -3.16129 -1.88567 -1.90745  B19 1.506, H45 1.022
21 O -3.41369 -2.12063 0.61358  B19 1.478, H46 1.021
22 H 4.91706 -1.69822 2.37158  C1 1.179
23 H 3.37437 -1.82687 1.22807  C1 1.194
24 H 4.71597 -0.53773 0.90041  C1 1.193
25 H 3.98484 0.30942 3.59191  C2 1.193
26 H 2.37477 -0.60457 3.23923  C2 1.191
27 H 2.75549 2.46645 -0.48382  C4 1.193
28 H 3.66552 0.79708 -0.46757  C4 1.170
29 H 0.48463 1.54602 -0.38261  C5 1.175
30 H 2.15245 1.49725 -2.57456  C6 1.191
31 H 0.39201 0.78774 -2.72149  C6 1.193
32 H 0.80034 -0.72021 -4.80970  C8 1.190
33 H 1.69378 -3.07914 -5.97549  C9 1.179
34 H 3.68913 -4.61899 -4.57686  C10 1.179
35 H 4.48224 -4.32676 -0.80811  C12 1.194
36 H 5.88056 -3.20973 -1.40511  C12 1.171
37 H 5.38440 -4.84106 -2.40013  C12 1.172
38 H 3.74206 -1.32238 -0.96949  C13 1.170
39 H -0.23047 -2.16002 0.50255  C15 1.193
40 H -0.02102 -1.80005 -1.33815  C15 1.186
41 H -1.47175 0.30716 -1.19573  C16 1.193
42 H -2.03538 0.27816 3.02238  C18 1.194
43 H -0.22140 0.10372 2.47539  C18 1.193
44 H -1.40929 -1.37994 2.17977  C18 1.169
45 H -2.50216 -2.58330 -2.25771  O20 1.022
46 H -2.77487 -2.78970 1.04564  O21 1.021
47 C -0.66690 -5.21866 6.55595  O48 1.426, H53 1.093, H54 1.095, H55 1.095
48 O -1.11300 -4.71240 5.29931  C47 1.426, C49 1.357
49 C -2.46178 -4.69161 5.15281  O48 1.357, O50 1.221, O51 1.357
50 O -3.27903 -5.05858 5.98253  C49 1.221
51 O -2.74387 -4.19182 3.92328  C49 1.357, C52 1.426
52 C -4.13692 -4.11086 3.62805  O51 1.426, H56 1.095, H57 1.095, H58 1.093
53 H 0.42614 -5.18948 6.56322  C47 1.093
54 H -1.03343 -4.59308 7.37616  C47 1.095
55 H -0.98438 -6.25794 6.68812  C47 1.095
56 H -4.64222 -3.44096 4.33138  C52 1.095
57 H -4.59322 -5.10592 3.64321  C52 1.095
58 H -4.24572 -3.69803 2.62145  C52 1.093
59 C -4.41337 0.50216 -1.73513  O60 1.426, H65 1.093, H66 1.095, H67 1.095
60 O -4.11161 1.89619 -1.72552  C59 1.426, C61 1.357
61 C -4.68187 2.59783 -2.73726  O60 1.357, O62 1.221, O63 1.357
62 O -5.40022 2.13966 -3.61193  C61 1.221
63 O -4.31450 3.89755 -2.60734  C61 1.357, C64 1.426
64 C -4.84506 4.76064 -3.61128  O63 1.426, H68 1.095, H69 1.095, H70 1.093
65 H -3.90598 0.04073 -0.88350  C59 1.093
66 H -5.49021 0.33958 -1.62365  C59 1.095
67 H -4.04248 0.03322 -2.65213  C59 1.095
68 H -5.93930 4.76821 -3.57482  C64 1.095
69 H -4.49146 4.46192 -4.60340  C64 1.095
70 H -4.48730 5.77395 -3.40947  C64 1.093
71 C 3.38211 7.63387 -0.19300  O72 1.426, H77 1.093, H78 1.095, H79 1.095
72 O 2.78282 6.33958 -0.20528  C71 1.426, C73 1.357
73 C 1.45792 6.33501 0.08751  O72 1.357, O74 1.221, O75 1.357
74 O 0.77759 7.31501 0.34780  C73 1.221
75 O 1.02099 5.05127 0.04054  C73 1.357, C76 1.426
76 C -0.36658 4.89256 0.32995  O75 1.426, H80 1.095, H81 1.095, H82 1.093
77 H 4.44093 7.51832 -0.44031  C71 1.093
78 H 2.92099 8.27987 -0.94699  C71 1.095
79 H 3.30818 8.08407 0.80209  C71 1.095
80 H -0.97760 5.42912 -0.40321  C76 1.095
81 H -0.59044 5.23323 1.34602  C76 1.095
82 H -0.60608 3.82777 0.26374  C76 1.093

(2)
# C23H29N3O2S

One molecule with the formula C23H29N3O2S (wB97M-V/def2-TZVPD, the Open Molecules 2025 dataset).

- structure (SMILES) = CN(C)CCCn1c(=O)n(Cc2ccccc2)c(=O)c2c3c(sc21)CCCCC3
- HOMO level (eV) = -8.06
- charge = 0
- energy relative to the best compared isomer or geometry (same formula, charge and spin) (kcal/mol) = 1.7
- calculated total energy (eV) = -43724.1640
- frontier orbital gap (Eh) = 0.3183

Bonds (Å) are listed after each position.
Atoms and positions in Å:
1 C 0.37770 -3.32329 2.69992  N2 1.449, H30 1.089, H31 1.101, H32 1.089
2 N -0.23348 -3.62234 1.42051  C1 1.449, C3 1.449, C4 1.453
3 C -0.80822 -4.95208 1.42619  N2 1.449, H33 1.102, H34 1.088, H35 1.089
4 C -1.20364 -2.60461 1.05385  N2 1.453, C5 1.530, H36 1.104, H37 1.093
5 C -1.53440 -2.64198 -0.43942  C4 1.530, C6 1.530, H38 1.090, H39 1.091
6 C -2.38268 -1.44066 -0.86276  C5 1.530, N7 1.450, H40 1.092, H41 1.094
7 N -1.69148 -0.18824 -0.62841  C6 1.450, C8 1.384, C24 1.359
8 C -1.96922 0.51061 0.53385  N7 1.384, O9 1.211, N10 1.378
9 O -2.89668 0.20041 1.24871  C8 1.211
10 N -1.13845 1.57173 0.82013  C8 1.378, C11 1.466, C18 1.398
11 C -1.33143 2.17156 2.14338  N10 1.466, C12 1.506, H42 1.091, H43 1.092
12 C -0.72129 1.27250 3.18682  C11 1.506, C13 1.390, C17 1.388
13 C 0.66179 1.19424 3.30143  C12 1.390, C14 1.383, H44 1.080
14 C 1.23908 0.32766 4.21203  C13 1.383, C15 1.385, H45 1.080
15 C 0.43968 -0.46934 5.01464  C14 1.385, C16 1.384, H46 1.080
16 C -0.93803 -0.39603 4.90262  C15 1.384, C17 1.384, H47 1.080
17 C -1.51765 0.46930 3.99076  C12 1.388, C16 1.384, H48 1.079
18 C -0.09295 2.06238 0.03276  N10 1.398, O19 1.215, C20 1.446
19 O 0.57126 3.00739 0.41057  C18 1.215
20 C 0.08539 1.33844 -1.20610  C18 1.446, C21 1.432, C24 1.378
21 C 1.02954 1.58451 -2.25484  C20 1.432, C22 1.356, C29 1.495
22 C 0.94005 0.67102 -3.25332  C21 1.356, S23 1.750, C25 1.489
23 S -0.30240 -0.52480 -2.95301  C22 1.750, C24 1.724
24 C -0.69725 0.23158 -1.45455  N7 1.359, C20 1.378, S23 1.724
25 C 1.73770 0.61387 -4.50952  C22 1.489, C26 1.533, H49 1.095, H50 1.092
26 C 1.58057 1.88443 -5.35254  C25 1.533, C27 1.528, H51 1.092, H52 1.092
27 C 2.34187 3.08584 -4.79479  C26 1.528, C28 1.528, H53 1.093, H54 1.093
28 C 1.78809 3.64442 -3.48435  C27 1.528, C29 1.531, H55 1.092, H56 1.092
29 C 1.99441 2.72655 -2.27591  C21 1.495, C28 1.531, H57 1.094, H58 1.089
30 H 1.13391 -4.07681 2.91524  C1 1.089
31 H -0.34928 -3.30714 3.52649  C1 1.101
32 H 0.86181 -2.34875 2.65230  C1 1.089
33 H -1.64522 -5.04722 2.13629  C3 1.102
34 H -1.16469 -5.20260 0.42962  C3 1.088
35 H -0.03642 -5.66900 1.70165  C3 1.089
36 H -2.13387 -2.68660 1.64256  C4 1.104
37 H -0.75359 -1.63694 1.29155  C4 1.093
38 H -2.09496 -3.54365 -0.68459  C5 1.090
39 H -0.59992 -2.65960 -1.00300  C5 1.091
40 H -3.30220 -1.40456 -0.27453  C6 1.092
41 H -2.62788 -1.50576 -1.92655  C6 1.094
42 H -2.40304 2.29129 2.31028  C11 1.091
43 H -0.83416 3.14315 2.12098  C11 1.092
44 H 1.28217 1.81728 2.67371  C13 1.080
45 H 2.31477 0.27346 4.29570  C14 1.080
46 H 0.89116 -1.14767 5.72387  C15 1.080
47 H -1.56464 -1.01728 5.52586  C16 1.080
48 H -2.59106 0.51437 3.88979  C17 1.079
49 H 2.79601 0.47854 -4.26421  C25 1.095
50 H 1.41588 -0.25103 -5.09261  C25 1.092
51 H 1.95765 1.67569 -6.35633  C26 1.092
52 H 0.52016 2.13031 -5.44019  C26 1.092
53 H 2.31451 3.88155 -5.54371  C27 1.093
54 H 3.38953 2.80934 -4.65113  C27 1.093
55 H 2.29400 4.59051 -3.28025  C28 1.092
56 H 0.72314 3.85804 -3.59754  C28 1.092
57 H 3.01665 2.33771 -2.29153  C29 1.094
58 H 1.86169 3.29830 -1.35838  C29 1.089